(1)
Formula: C22H29ClF6IMnN4O3PSi2
Source: the OMol25 dataset
Level of theory: ωB97M-V/def2-TZVPD

Structure (XYZ):
```
70
Properties=species:S:1:pos:R:3:lowdin_spin:R:1
Mn -0.123 0.919 -1.224 3.82
N -0.713 -1.292 -1.222 0.07
N -0.437 -1.736 -2.524 0.00
C 0.266 -0.865 -3.371 0.01
O 0.725 -1.285 -4.410 0.00
O 0.292 0.384 -2.976 0.01
H -0.094 -1.657 -0.487 0.00
H -1.675 -1.493 -0.974 0.00
H -0.176 -2.705 -2.630 0.00
Cl -6.331 3.614 -0.069 0.00
C -4.682 3.068 0.055 0.01
C -3.926 3.424 1.134 0.00
C -2.588 2.999 1.274 0.01
I -1.464 3.710 2.862 0.00
C -2.008 2.178 0.330 0.00
O -0.790 1.689 0.375 0.03
C -2.801 1.858 -0.811 0.00
N -2.136 1.149 -1.759 -0.02
C -2.732 0.846 -2.887 0.01
C -4.069 1.203 -3.129 0.00
C -4.762 1.913 -2.187 0.01
C -4.127 2.280 -0.982 0.00
H -4.358 4.055 1.897 0.00
H -2.141 0.323 -3.628 0.00
H -4.524 0.929 -4.070 0.00
H -5.786 2.215 -2.360 0.00
C -0.355 -3.811 2.129 0.00
Si 1.238 -3.241 1.285 0.00
C 1.297 -4.166 -0.382 0.00
C 2.624 -3.997 2.333 0.00
C 1.196 -1.427 1.012 0.01
C 2.098 -0.877 0.052 0.00
C 3.359 -1.493 -0.216 0.00
C 4.272 -0.954 -1.072 0.00
C 3.969 0.248 -1.723 0.00
C 2.738 0.793 -1.502 0.00
N 1.799 0.259 -0.678 -0.02
Si 0.681 -0.351 2.415 0.00
C -1.180 -0.294 2.718 0.00
C 1.352 -1.079 4.038 0.00
C 1.493 1.341 2.360 0.00
H -0.488 -4.888 1.987 0.00
H -1.231 -3.301 1.719 0.00
H -0.340 -3.620 3.205 0.00
H 1.962 -5.032 -0.320 0.00
H 1.654 -3.548 -1.210 0.00
H 0.303 -4.544 -0.641 0.00
H 2.511 -5.085 2.372 0.00
H 2.605 -3.618 3.356 0.00
H 3.614 -3.781 1.923 0.00
H 3.599 -2.390 0.339 0.00
H 5.227 -1.442 -1.227 0.00
H 4.657 0.731 -2.401 0.00
H 2.451 1.694 -2.022 0.00
H -1.541 -1.292 2.978 0.00
H -1.732 0.049 1.842 0.00
H -1.419 0.372 3.551 0.00
H 0.873 -2.024 4.309 0.00
H 1.176 -0.376 4.858 0.00
H 2.428 -1.257 3.968 0.00
H 1.239 1.955 1.500 0.00
H 2.579 1.209 2.383 0.00
H 1.212 1.888 3.265 0.00
F 1.110 2.978 -1.265 0.03
P 0.465 4.273 -2.115 0.00
F -0.510 4.563 -0.866 0.00
F 1.587 5.221 -1.488 0.00
F 1.433 3.894 -3.339 0.00
F -0.188 5.470 -2.949 0.00
F -0.656 3.228 -2.709 0.01
```

Results
ΔE to the lowest compared entry with this formula, charge and spin in eV: 0.0264
2S+1: 5
Total charge: -1
⟨S²⟩: 6.050
HOMO energy (spin up / spin down) in eV: -4.5435 / -4.5354
DFT total energy in a.u.: -4729.38359

=====

(2)
Formula: C25H46AlP2
Source: the OMol25 dataset
Level of theory: ωB97M-V/def2-TZVPD

Structure (XYZ):
```
74
Properties=species:S:1:pos:R:3:lowdin_charge:R:1
Al -0.715 0.157 -2.591 0.14
C -0.322 -2.062 2.748 -0.28
C 1.043 -2.204 2.378 -0.27
C 0.927 -0.730 4.145 -0.27
C -0.398 -1.129 3.824 -0.28
C 1.816 -1.402 3.268 -0.28
C -1.458 -2.830 2.198 -0.10
H -1.203 -3.241 1.216 0.05
H -2.334 -2.182 2.065 0.05
H -1.773 -3.676 2.837 0.09
C -1.617 -0.693 4.547 -0.09
H -2.511 -0.853 3.927 0.05
H -1.565 0.383 4.794 0.07
H -1.762 -1.245 5.493 0.08
C 1.318 0.116 5.295 -0.07
H 1.437 -0.523 6.182 0.09
H 0.554 0.863 5.538 0.06
H 2.273 0.631 5.133 0.06
C 3.293 -1.365 3.336 -0.08
H 3.637 -2.114 4.068 0.08
H 3.678 -0.389 3.667 0.06
H 3.755 -1.619 2.372 0.06
C 1.575 -3.044 1.285 -0.08
H 2.069 -3.954 1.659 0.08
H 2.313 -2.472 0.708 0.05
H 0.778 -3.345 0.596 0.05
C -1.780 0.938 -3.975 -0.18
C -1.991 -0.474 -3.903 -0.16
C -1.116 -1.531 -4.565 -0.15
C 0.438 -1.310 -4.494 -0.14
C 0.944 -0.565 -3.281 -0.16
C 1.044 0.844 -3.203 -0.18
C 0.680 1.834 -4.269 -0.15
C -0.745 1.616 -4.860 -0.13
H -1.369 -1.721 -5.625 0.13
H 0.775 -0.840 -5.429 0.12
H -1.317 -2.488 -4.050 0.12
H -0.622 1.094 -5.816 0.13
H -2.576 1.625 -3.655 0.13
H -2.991 -0.856 -3.637 0.14
H -1.106 2.632 -5.056 0.13
H 0.786 2.834 -3.819 0.12
H 1.794 1.195 -2.495 0.10
H 1.433 1.857 -5.074 0.14
H 0.897 -2.314 -4.525 0.13
H 1.660 -1.113 -2.660 0.14
P -1.878 0.808 -0.212 0.90
P 1.320 1.336 0.657 0.90
C -0.940 2.145 -0.993 -0.34
C 0.341 2.636 -0.296 -0.36
H -1.649 2.980 -0.989 0.13
H -0.727 2.003 -2.092 0.06
H 1.008 3.074 -1.048 0.09
H 0.066 3.422 0.427 0.09
C 2.067 2.431 1.887 -0.26
H 2.326 1.796 2.748 0.04
H 1.337 3.192 2.192 0.05
H 2.970 2.904 1.470 0.06
C 2.890 0.892 -0.201 -0.27
H 3.450 1.776 -0.557 0.06
H 2.721 0.186 -1.027 0.01
H 3.503 0.375 0.560 0.06
C -3.580 0.961 -0.808 -0.16
H -4.151 0.099 -0.418 0.08
H -3.667 0.981 -1.911 0.06
H -3.991 1.897 -0.397 0.08
C -1.564 -0.978 -0.630 -0.11
H -0.970 -1.333 0.230 0.06
H -0.997 -1.301 -1.584 0.07
H -2.559 -1.517 -0.668 0.12
C -1.749 1.161 1.547 -0.16
H -0.742 0.956 1.969 0.03
H -2.460 0.570 2.145 0.07
H -2.020 2.214 1.706 0.09
```

Results
ΔE to the lowest compared entry with this formula, charge and spin in eV: 3.8739
Total charge: +1
HOMO energy (spin up / spin down) in eV: -7.2942 / -7.2947
DFT total energy in a.u.: -1904.77536

=====

(3)
Formula: C49H50Cl5Ge3N6O2PV
Source: the OMol25 dataset
Level of theory: ωB97M-V/def2-TZVPD

Structure (XYZ):
```
117
Properties=species:S:1:pos:R:3:lowdin_spin:R:1
V -0.460 0.890 -0.079 2.10
Cl 0.001 4.320 -1.923 0.00
C -1.547 3.911 -1.229 0.00
C -1.661 2.748 -0.480 -0.02
C -2.950 2.417 -0.134 0.01
Cl -3.166 0.786 0.527 0.00
C -4.081 3.188 -0.368 0.00
Cl -5.644 2.676 0.130 0.00
C -3.900 4.396 -1.037 0.01
Cl -5.247 5.434 -1.316 0.00
C -2.627 4.750 -1.491 0.00
Cl -2.419 6.218 -2.372 0.00
O 1.648 -1.439 0.391 -0.01
N 0.668 -0.876 -0.171 -0.02
C 1.425 -0.620 4.944 0.00
N 0.444 -0.053 4.039 0.00
C -0.796 0.451 4.362 0.00
C -1.338 0.896 3.198 0.00
N -0.443 0.692 2.172 0.00
C 0.613 0.115 2.717 0.01
H 0.914 -1.002 5.825 0.00
H 2.158 0.129 5.240 0.00
H 1.941 -1.442 4.452 0.00
H -1.173 0.434 5.370 0.00
H -2.298 1.348 3.034 0.00
H 1.479 -0.237 2.178 0.00
C -2.155 1.737 -4.032 0.00
P -0.736 0.724 -3.561 0.01
C 0.555 1.386 -4.648 0.00
C -0.831 -0.982 -4.141 0.00
O -0.260 0.909 -2.141 0.03
H -2.707 1.242 -4.832 0.00
H -1.771 2.698 -4.376 0.00
H -2.829 1.877 -3.193 0.00
H 0.231 1.350 -5.691 0.00
H 1.470 0.806 -4.539 0.00
H 0.764 2.419 -4.369 0.00
H -1.352 -0.987 -5.101 0.00
H -1.347 -1.647 -3.458 0.00
H 0.196 -1.321 -4.291 0.00
C 3.150 5.216 2.140 0.00
Ge 1.440 4.423 1.527 -0.01
C 0.358 4.055 3.144 0.00
C 0.489 5.955 0.737 0.00
Ge 1.751 2.330 0.277 -0.06
C 2.871 2.716 -1.305 -0.01
C 3.097 1.712 -2.246 0.00
C 3.961 1.907 -3.317 0.00
C 4.604 3.125 -3.484 0.00
C 4.380 4.142 -2.565 0.00
C 3.530 3.933 -1.487 0.00
C 3.168 1.502 1.440 -0.01
C 3.366 1.842 2.780 0.00
C 4.346 1.235 3.559 0.00
C 5.160 0.254 3.010 0.00
C 4.979 -0.106 1.682 0.00
C 4.000 0.510 0.914 0.00
H 3.020 5.630 3.143 0.00
H 3.432 6.034 1.473 0.00
H 3.969 4.498 2.166 0.00
H 0.118 5.005 3.629 0.00
H 0.864 3.417 3.873 0.00
H -0.577 3.564 2.870 0.00
H 0.517 6.756 1.482 0.00
H -0.554 5.722 0.521 0.00
H 0.957 6.311 -0.179 0.00
H 2.583 0.761 -2.141 0.00
H 4.123 1.107 -4.032 0.00
H 5.273 3.279 -4.322 0.00
H 4.875 5.100 -2.683 0.00
H 3.384 4.742 -0.778 0.00
H 2.746 2.599 3.249 0.00
H 4.475 1.539 4.593 0.00
H 5.927 -0.223 3.609 0.00
H 5.597 -0.879 1.239 0.00
H 3.871 0.189 -0.112 0.00
C -0.474 -1.491 -0.383 0.00
Ge -0.883 -3.309 0.194 0.00
C -0.991 -4.285 -1.500 0.00
C 0.175 -4.435 -2.256 0.00
C 0.133 -5.003 -3.520 0.00
C -1.082 -5.416 -4.056 0.00
C -2.248 -5.265 -3.321 0.00
C -2.199 -4.708 -2.048 0.00
C 0.293 -4.257 1.434 0.00
C 1.200 -3.668 2.313 0.00
C 1.923 -4.442 3.212 0.00
C 1.754 -5.819 3.248 0.00
C 0.854 -6.421 2.381 0.00
C 0.132 -5.642 1.485 0.00
C -2.645 -3.256 1.031 0.00
C -3.686 -2.570 0.405 0.00
C -4.951 -2.507 0.973 0.00
C -5.190 -3.133 2.189 0.00
C -4.165 -3.816 2.829 0.00
C -2.902 -3.877 2.253 0.00
H -1.134 -1.038 -1.134 0.00
H 1.125 -4.094 -1.854 0.00
H 1.046 -5.113 -4.094 0.00
H -1.120 -5.844 -5.050 0.00
H -3.201 -5.562 -3.741 0.00
H -3.122 -4.583 -1.492 0.00
H 1.367 -2.600 2.266 0.00
H 2.636 -3.967 3.877 0.00
H 2.325 -6.421 3.945 0.00
H 0.715 -7.495 2.396 0.00
H -0.564 -6.131 0.809 0.00
H -3.510 -2.066 -0.538 0.00
H -5.734 -1.968 0.455 0.00
H -6.175 -3.088 2.638 0.00
H -4.346 -4.303 3.780 0.00
H -2.109 -4.407 2.770 0.00
N -3.017 -0.408 -2.457 0.00
C -4.076 -0.857 -2.660 0.00
N -5.283 -1.326 -2.815 0.00
C -5.369 -2.367 -3.639 0.00
N -5.520 -3.280 -4.340 0.00
```

Results
ΔE to the lowest compared entry with this formula, charge and spin in eV: 0.4619
2S+1: 3
Total charge: -1
⟨S²⟩: 2.072
HOMO energy (spin up / spin down) in eV: -5.6340 / -5.3381
DFT total energy in a.u.: -12193.39084